The following is a quantum chemistry calculation of a molecular structure, C34H38BrN2O2S in a non-equilibrium geometry, from OMol25.

Geometry (Å):
C1 -0.5286 -2.1848 4.4705
S1 -0.0271 -2.2678 2.7133
C2 -0.0831 -4.0680 2.5378
C3 -1.5165 -1.7649 1.8293
C4 -1.8535 -0.4128 2.3593
C5 -3.2996 -0.0365 2.3235
C6 -4.2818 -0.9538 2.7323
C7 -5.6338 -0.6610 2.5455
C8 -5.9984 0.5649 1.9683
Br1 -7.8250 0.9363 1.6475
C9 -5.0196 1.5124 1.6250
C10 -3.6694 1.2221 1.8287
O1 -0.9913 0.3797 2.7667
H1 0.3405 -2.5353 5.0431
H2 -0.7496 -1.1468 4.7308
H3 -1.3844 -2.8468 4.6509
H4 0.8850 -4.4260 2.9056
H5 -0.9030 -4.4781 3.1371
H6 -0.1920 -4.3113 1.4776
H7 -2.2689 -2.5205 2.0799
H8 -3.9731 -1.8945 3.1908
H9 -6.3953 -1.3806 2.8321
H10 -5.3168 2.4646 1.1977
H11 -2.8915 1.9437 1.5784
C11 5.0528 0.5979 -2.1723
N1 4.0828 0.2010 -1.1873
C12 4.3989 0.1979 0.1460
O2 5.5042 0.4336 0.6339
C13 3.1315 -0.1296 0.9157
C14 2.7431 0.9595 1.9167
C15 2.4861 2.2583 1.1981
C16 3.5680 3.0458 0.7888
C17 3.3513 4.2223 0.0742
C18 2.0450 4.6281 -0.2190
C19 0.9607 3.8646 0.2270
C20 1.1802 2.6944 0.9552
N2 2.1506 -0.2900 -0.1503
C21 0.8513 -0.4644 0.1382
C22 -0.1366 -0.7005 -0.8193
C23 -1.3652 -1.2218 -0.4907
C24 -2.4613 -1.2199 -1.4061
C25 -3.7712 -1.6426 -1.0324
C26 -4.8368 -1.6031 -1.9252
C27 -4.6467 -1.1774 -3.2512
C28 -3.3732 -0.7541 -3.6542
C29 -2.3124 -0.7547 -2.7557
C30 2.6822 0.0003 -1.4973
C31 2.0611 1.2656 -2.1558
C32 2.2014 1.0449 -3.6574
C33 2.4583 -0.4626 -3.8937
C34 2.5202 -1.1512 -2.5322
H12 6.0465 0.5184 -1.7218
H13 4.9872 -0.0607 -3.0433
H14 4.8983 1.6368 -2.5024
H15 3.2760 -1.0979 1.4275
H16 1.8593 0.6446 2.4836
H17 3.5932 1.0685 2.6046
H18 4.5823 2.7257 1.0445
H19 4.2091 4.8177 -0.2451
H20 1.8743 5.5493 -0.7795
H21 -0.0644 4.1764 0.0167
H22 0.3413 2.1115 1.3481
H23 0.5903 -0.4430 1.1995
H24 0.1240 -0.4384 -1.8468
H25 -1.4249 -1.7803 0.5711
H26 -3.9273 -1.9930 -0.0116
H27 -5.8304 -1.9113 -1.5946
H28 -5.4780 -1.1735 -3.9588
H29 -3.2089 -0.4179 -4.6817
H30 -1.3413 -0.3909 -3.0958
H31 1.0121 1.3535 -1.8521
H32 2.5772 2.1588 -1.7811
H33 1.2989 1.3742 -4.1875
H34 3.0380 1.6401 -4.0469
H35 1.6606 -0.8905 -4.5146
H36 3.3989 -0.6050 -4.4413
H37 3.3608 -1.8499 -2.4338
H38 1.5981 -1.7000 -2.3222

Cartesian forces, eV/Å:
C 0.740 -0.252 0.183
S -1.413 -0.167 0.690
C 0.352 0.172 -0.031
C 0.098 -0.332 6.910
C 0.165 -0.508 0.102
C -0.171 -0.038 -0.075
C -0.044 0.376 -0.460
C 0.146 0.303 -0.047
C 0.750 -0.162 0.080
Br 0.216 -0.024 0.039
C -0.089 -0.297 0.210
C -0.287 -0.398 -0.005
O -0.116 -0.477 -0.552
H -0.273 0.119 0.049
H 0.081 -0.199 -0.207
H 0.186 0.242 -0.227
H -0.294 -0.096 -0.086
H 0.158 0.121 -0.255
H 0.010 0.044 0.198
H -0.059 0.149 -0.252
H -0.247 0.205 -0.168
H 0.090 0.177 -0.010
H 0.015 -0.126 0.079
H -0.240 -0.175 0.001
C 0.244 0.163 -0.404
N 0.422 0.083 1.220
C 1.146 0.366 -0.152
O -1.588 -0.431 -0.593
C 0.230 -0.396 0.272
C 0.322 0.147 0.073
C -0.115 0.447 0.312
C -0.030 -0.001 -0.073
C -0.119 -0.065 0.017
C -0.041 -0.110 0.019
C 0.104 0.038 0.019
C 0.182 -0.023 -0.193
N -1.924 0.182 0.357
C 1.640 -0.632 -0.351
C -0.317 0.423 -0.378
C 0.599 -0.131 -2.788
C -1.307 0.389 -2.028
C 0.845 0.111 0.033
C -0.040 0.073 -0.358
C 0.317 -0.066 0.565
C 0.027 -0.033 0.023
C -0.301 -0.190 0.548
C 0.120 -0.116 -0.335
C 0.001 -0.196 0.565
C 0.036 0.311 -0.403
C -0.039 -0.089 -0.595
C -0.019 0.087 0.534
H -0.241 -0.001 -0.089
H 0.141 0.103 0.124
H 0.028 -0.242 0.121
H -0.016 0.328 -0.121
H 0.176 0.076 0.001
H -0.264 -0.092 -0.064
H -0.323 0.163 -0.156
H -0.321 -0.110 0.094
H 0.031 -0.292 0.172
H 0.334 0.009 0.066
H 0.193 0.198 -0.150
H 0.255 -0.005 -0.423
H -0.305 0.023 0.363
H 0.005 1.055 -2.449
H -0.058 0.099 -0.205
H 0.320 0.066 -0.093
H 0.253 0.010 0.265
H -0.080 -0.107 0.373
H -0.331 -0.148 0.039
H 0.257 0.068 -0.080
H -0.166 -0.180 -0.104
H 0.263 -0.005 0.100
H -0.270 -0.158 0.018
H 0.266 0.023 0.118
H -0.313 -0.003 0.069
H -0.245 0.129 -0.015
H 0.243 -0.006 -0.043

The lowest unoccupied orbital energy is -3.84 eV. The HOMO energy comes out at -10.18 eV. As for the charge: +1.

The following is a quantum chemistry calculation of a molecular structure, C34H38F6NO3P2S2Tm in a non-equilibrium geometry, from OMol25.

Geometry (Å):
Tm1 -0.1439 -0.2867 -0.4516
C1 0.3403 2.9061 3.7969
C2 -0.2778 1.8641 4.6706
C3 -0.6863 2.1785 5.9557
C4 -1.2337 1.2184 6.7932
C5 -1.3872 -0.0788 6.3299
C6 -0.9925 -0.4032 5.0477
C7 -0.4172 0.5458 4.2023
P1 0.0485 0.1645 2.4562
C8 -0.6956 -1.5289 2.3980
C9 -2.0590 -1.4566 2.0877
C10 -2.8438 -2.5875 1.9784
C11 -2.2755 -3.8284 2.2145
C12 -0.9341 -3.9112 2.5412
C13 -0.1212 -2.7892 2.6239
C14 1.3311 -2.9660 2.9316
C15 1.8605 0.0274 2.6941
C16 2.4124 -0.0311 3.9769
C17 3.7767 -0.1269 4.1666
C18 4.6144 -0.1477 3.0644
C19 4.0752 -0.0613 1.7960
C20 2.6970 0.0195 1.5659
C21 2.1966 0.0316 0.1518
H1 0.2270 3.8998 4.2285
H2 -0.1230 2.8885 2.8102
H3 1.4036 2.7038 3.6614
H4 -0.5728 3.1943 6.3149
H5 -1.5344 1.4807 7.7975
H6 -1.8144 -0.8390 6.9706
H7 -1.1135 -1.4184 4.7034
H8 -2.5136 -0.4782 1.9670
H9 -3.8846 -2.5012 1.6993
H10 -2.8643 -4.7303 2.1233
H11 -0.4959 -4.8863 2.7188
H12 1.5750 -4.0226 3.0290
H13 1.6056 -2.4572 3.8536
H14 1.9155 -2.5413 2.1189
H15 1.7657 -0.0182 4.8427
H16 4.1852 -0.1997 5.1668
H17 5.6853 -0.2388 3.1957
H18 4.7391 -0.0805 0.9408
H19 2.6791 -0.8523 -0.3063
H20 2.6748 0.8859 -0.3642
C22 -5.1557 -0.6215 -3.7125
C23 -3.8966 -1.2608 -3.1458
O1 -2.7328 -0.4929 -3.4165
P2 -2.2842 0.7244 -2.4247
S1 -0.4145 1.1485 -2.9502
S2 -2.8517 0.3070 -0.5674
O2 -3.2818 1.9292 -2.8887
C24 -3.2476 2.3632 -4.2395
C25 -2.4181 3.6291 -4.3881
H21 -6.0106 -1.2571 -3.4922
H22 -5.0606 -0.4891 -4.7884
H23 -5.3156 0.3500 -3.2492
H24 -3.7174 -2.2422 -3.5935
H25 -4.0055 -1.3769 -2.0613
H26 -4.2895 2.5381 -4.5341
H27 -2.8279 1.5675 -4.8663
H28 -2.8297 4.4246 -3.7705
H29 -2.4100 3.9429 -5.4310
H30 -1.3999 3.4219 -4.0654
C26 0.2208 5.2688 -0.0209
C27 -0.9530 4.7049 -0.5172
C28 -1.1196 3.3379 -0.4664
N1 -0.2119 2.4810 0.0263
C29 0.9129 3.0409 0.5088
C30 1.1697 4.3945 0.5064
H31 0.3837 6.3381 -0.0303
H32 -1.7288 5.3293 -0.9375
H33 -2.0423 2.9045 -0.8324
H34 1.6283 2.3531 0.9361
H35 2.0987 4.7669 0.9155
C31 1.4729 -4.3377 -0.9582
C32 0.4354 -3.2089 -1.1138
O3 0.4248 -2.2961 -0.1578
C33 0.6453 -2.4929 -2.4882
F1 1.5910 -1.5365 -2.3809
F2 -0.4790 -1.8392 -2.8399
F3 0.9942 -3.2633 -3.5294
C34 -1.0045 -3.8114 -1.1915
F4 -1.1991 -4.7924 -0.3079
F5 -1.8897 -2.8282 -0.9200
F6 -1.3625 -4.3422 -2.3834
H36 2.4670 -3.8959 -0.9825
H37 1.3705 -5.0663 -1.7590
H38 1.3239 -4.8141 0.0068

Cartesian forces, eV/Å:
Tm 0.816 2.788 0.412
C -0.122 0.009 0.033
C 0.177 -0.114 -0.248
C -0.071 -0.059 0.337
C 0.024 -0.063 -0.102
C -0.043 0.110 0.361
C 0.256 -0.005 -0.317
C -0.798 0.394 0.049
P 0.421 -0.552 0.805
C -0.144 -0.089 -0.067
C 0.279 0.186 0.159
C -0.149 -0.329 0.113
C -0.181 0.243 0.006
C 0.078 -0.056 0.085
C -0.106 0.048 0.086
C -0.014 -0.053 -0.045
C 0.153 0.024 -0.045
C 0.114 0.051 0.016
C -0.080 -0.025 0.231
C 0.081 -0.020 -0.159
C 0.207 -0.059 0.136
C -0.015 0.076 0.082
C -0.130 -0.064 -0.216
H 0.006 0.025 -0.067
H 0.078 0.168 -0.100
H 0.055 0.049 -0.080
H 0.023 0.039 -0.051
H -0.056 0.029 0.070
H -0.018 -0.038 0.009
H -0.075 -0.095 -0.006
H 0.026 -0.044 -0.062
H -0.064 0.025 0.020
H -0.055 -0.043 -0.005
H 0.057 -0.020 -0.006
H -0.001 -0.073 0.007
H 0.086 -0.013 -0.008
H 0.203 -0.003 0.019
H -0.007 -0.017 0.048
H -0.023 0.035 0.034
H 0.050 0.035 -0.008
H -0.025 0.027 -0.090
H -0.189 0.137 -0.020
H -0.250 -0.091 0.111
C 0.361 -0.009 0.096
C -0.489 -0.242 0.140
O 0.321 0.422 0.345
P -0.995 0.628 -1.524
S -0.432 -0.575 0.722
S 0.362 0.020 -0.196
O 0.250 -0.587 0.753
C 0.216 0.261 -0.597
C -0.132 -0.269 0.139
H -0.117 -0.064 -0.060
H -0.087 0.010 -0.101
H -0.061 0.061 0.007
H 0.008 0.076 0.053
H 0.059 -0.153 -0.202
H 0.140 -0.098 0.018
H -0.160 0.086 -0.034
H 0.020 0.078 0.026
H -0.014 0.062 -0.086
H 0.007 0.168 -0.001
C 0.293 1.489 0.008
C -0.696 -1.051 -0.209
C -1.174 1.510 -0.663
N -0.087 -2.551 -0.054
C 1.346 1.059 0.498
C 0.366 -1.163 0.281
H 0.017 0.046 -0.032
H -0.186 -0.033 -0.045
H -0.017 0.121 0.009
H 0.186 0.034 0.049
H 0.132 -0.063 0.089
C -0.291 0.470 0.008
C -0.121 -1.288 -1.341
O 0.238 0.163 0.576
C 0.304 -0.214 -0.482
F 0.053 -0.155 0.124
F -0.049 -0.150 0.010
F -0.050 -0.138 0.243
C -0.415 0.053 -0.155
F 0.121 -0.102 0.287
F -0.158 -0.499 -0.134
F 0.268 0.131 -0.117
H 0.059 0.006 -0.020
H 0.055 -0.110 -0.007
H -0.021 -0.017 0.053

The lowest unoccupied orbital energy (alpha / beta) is 2.46 / 2.50 eV. The HOMO energy (alpha / beta) comes out at -0.36 / -4.97 eV. As for the charge: -1. As for the spin multiplicity: 4. The expectation value of S² is 3.76.

Number 1: molecular weight 618.66 g/mol. Number 2: molecular weight 917.69 g/mol.